(1)
# C20H23N3O3

The molecule C20H23N3O3 in a non-equilibrium geometry (ωB97M-V with the def2-TZVPD basis set, the OMol25 dataset).

Atoms and positions in Å:
C: 1.922 -4.053 -3.061
C: 0.344 -4.038 -2.928
C: -0.134 -4.972 -1.767
C: -0.183 -2.602 -2.741
O: -1.256 -2.301 -3.273
N: 0.562 -1.634 -2.023
C: -0.060 -0.642 -1.152
C: -0.057 0.629 -2.224
C: -0.400 2.045 -1.816
C: 0.797 2.954 -1.823
C: 0.543 4.300 -1.903
C: -0.747 4.693 -1.844
C: -1.802 3.854 -1.698
C: -1.707 2.510 -1.788
C: 0.670 -0.275 0.169
O: 1.736 0.407 -0.019
N: 0.281 -0.723 1.422
C: 0.931 -0.319 2.666
C: 0.116 0.569 3.588
C: -0.607 0.114 4.731
C: -1.124 1.092 5.696
C: -1.040 2.406 5.357
C: -0.332 2.892 4.265
C: 0.303 2.003 3.426
N: -0.494 -1.791 1.543
O: -1.405 -1.811 2.385
H: 2.172 -5.067 -3.343
H: 2.222 -3.293 -3.852
H: 2.441 -3.797 -2.114
H: -0.164 -4.284 -3.860
H: -1.174 -4.810 -1.462
H: 0.510 -4.680 -0.795
H: 0.024 -5.985 -2.232
H: 1.451 -1.944 -1.781
H: -1.069 -0.768 -0.902
H: -0.669 0.481 -3.118
H: 0.988 0.729 -2.628
H: 1.777 2.724 -2.001
H: 1.190 5.113 -2.032
H: -1.005 5.730 -1.891
H: -2.845 4.288 -1.594
H: -2.669 1.933 -1.551
H: 1.263 -1.183 3.238
H: 1.769 0.294 2.561
H: -0.545 -0.976 4.873
H: -1.675 0.797 6.612
H: -1.629 3.117 5.882
H: -0.014 3.900 4.259
H: 0.794 2.375 2.544

Computed properties:
Energy relative to the best compared isomer or geometry (same formula, charge and spin)   777.3 kJ/mol
Lowest unoccupied orbital energy   -0.0402 hartree
Calculated total energy   -1165.6921 Eh
F_max   0.11551 hartree/bohr
Frontier orbital gap   7.5 eV
Structure (SMILES)   CC(C)C(=O)N[C@H](Cc1ccccc1)C(=O)N(Cc1ccccc1)N=O

---

(2)
# C20H23N5O2

The molecule C20H23N5O2 in a non-equilibrium geometry (ωB97M-V with the def2-TZVPD basis set, the OMol25 dataset).

Atoms and positions in Å:
C: -6.320 -2.521 0.331
C: -5.144 -3.196 -0.368
O: -4.371 -2.291 -1.129
C: -3.523 -1.428 -0.505
C: -2.909 -0.487 -1.333
C: -2.014 0.428 -0.820
C: -1.705 0.432 0.535
C: -0.704 1.402 1.125
C: 0.705 0.784 1.182
C: 1.277 0.587 -0.232
C: 2.719 0.154 -0.131
C: 3.711 1.082 0.172
C: 5.025 0.672 0.282
C: 5.376 -0.655 0.098
C: 4.391 -1.590 -0.200
O: 4.608 -2.918 -0.400
C: 5.925 -3.406 -0.311
C: 3.064 -1.172 -0.314
N: 1.155 1.805 -1.016
C: 0.350 2.809 -0.591
N: 0.288 4.046 -1.048
C: -0.718 4.586 -0.307
N: -1.059 5.907 -0.419
N: -1.273 3.763 0.557
N: -0.574 2.607 0.365
C: -2.315 -0.504 1.355
C: -3.214 -1.428 0.851
H: -6.913 -3.266 0.855
H: -6.947 -2.022 -0.404
H: -5.974 -1.777 1.045
H: -5.513 -3.917 -1.102
H: -4.515 -3.732 0.354
H: -3.154 -0.495 -2.383
H: -1.559 1.150 -1.480
H: -1.030 1.678 2.135
H: 0.672 -0.180 1.690
H: 1.362 1.453 1.743
H: 0.696 -0.204 -0.732
H: 3.455 2.121 0.322
H: 5.795 1.393 0.515
H: 6.411 -0.944 0.190
H: 6.345 -3.249 0.688
H: 6.577 -2.942 -1.058
H: 5.856 -4.475 -0.508
H: 2.315 -1.911 -0.550
H: 1.935 2.076 -1.589
H: -1.987 6.117 -0.087
H: -0.825 6.307 -1.314
H: -2.090 -0.514 2.412
H: -3.663 -2.137 1.529

Computed properties:
Energy relative to the best compared isomer or geometry (same formula, charge and spin)   119.4 kJ/mol
Lowest unoccupied orbital energy   0.0277 hartree
Calculated total energy   -1200.2021 Eh
F_max   0.01950 hartree/bohr
Frontier orbital gap   8.4 eV
Structure (SMILES)   CCOc1ccc([C@H]2C[C@H](c3cccc(OC)c3)Nc3nc(N)nn32)cc1

---

(3)
# C20H23N5O4S2

The molecule C20H23N5O4S2 in a non-equilibrium geometry (ωB97M-V with the def2-TZVPD basis set, the OMol25 dataset).

Atoms and positions in Å:
C: -0.924 -1.318 1.382
C: -1.438 -0.890 0.053
C: -2.257 -1.550 -0.810
C: -2.495 -0.694 -1.926
C: -3.276 -0.968 -3.115
O: -3.529 -0.141 -3.967
C: -3.781 -2.397 -3.264
S: -2.394 -3.579 -3.312
C: -2.029 -3.508 -5.003
N: -2.788 -3.018 -5.959
C: -2.058 -3.228 -7.073
N: -0.909 -3.819 -6.864
N: -0.885 -3.998 -5.532
C: -1.807 0.487 -1.679
C: -1.685 1.686 -2.541
N: -1.167 0.356 -0.483
C: -0.353 1.333 0.115
C: -0.853 2.610 0.363
C: -0.047 3.577 0.939
C: 1.260 3.278 1.289
C: 1.743 2.007 1.046
S: 3.405 1.569 1.569
O: 3.830 0.424 0.823
O: 4.215 2.747 1.588
N: 3.218 1.077 3.149
C: 2.487 -0.150 3.358
C: 2.765 -0.635 4.784
O: 2.418 0.354 5.725
C: 3.150 1.539 5.512
C: 2.885 2.100 4.112
C: 0.961 1.032 0.463
H: -0.959 -0.495 2.095
H: 0.104 -1.674 1.319
H: -1.539 -2.133 1.756
H: -2.649 -2.536 -0.664
H: -4.397 -2.685 -2.413
H: -4.327 -2.504 -4.200
H: -2.397 -2.935 -8.044
H: -0.108 -4.447 -5.075
H: -1.783 1.385 -3.582
H: -0.732 2.189 -2.386
H: -2.491 2.393 -2.340
H: -1.875 2.837 0.103
H: -0.442 4.565 1.118
H: 1.917 4.014 1.723
H: 2.840 -0.871 2.622
H: 1.404 0.011 3.235
H: 2.158 -1.510 5.021
H: 3.831 -0.886 4.876
H: 2.823 2.242 6.280
H: 4.225 1.342 5.623
H: 3.519 2.961 3.907
H: 1.824 2.388 4.030
H: 1.394 0.067 0.256

Computed properties:
Energy relative to the best compared isomer or geometry (same formula, charge and spin)   169.4 kJ/mol
Lowest unoccupied orbital energy   0.0072 hartree
Calculated total energy   -2147.0297 Eh
F_max   0.01995 hartree/bohr
Frontier orbital gap   8.6 eV
Structure (SMILES)   Cc1cc(C(=O)CSc2ncn[nH]2)c(C)n1-c1cccc(S(=O)(=O)N2CCOCC2)c1

---

(4)
# C20H23NO3

The molecule C20H23NO3 (ωB97M-V with the def2-TZVPD basis set, the OMol25 dataset).

Atoms and positions in Å:
C: -6.797 -2.508 0.003
C: -5.917 -1.295 -0.007
C: -4.731 -1.294 -0.734
C: -3.921 -0.177 -0.765
C: -4.275 0.973 -0.066
C: -3.365 2.173 -0.095
N: -2.031 1.829 0.347
C: -0.963 1.829 -0.488
O: -1.026 2.236 -1.633
C: 0.301 1.325 0.118
C: 0.334 0.293 1.054
C: 1.538 -0.152 1.555
C: 2.742 0.424 1.139
O: 3.856 -0.095 1.723
C: 5.141 0.371 1.382
C: 5.730 -0.249 0.095
C: 5.336 -1.724 -0.088
C: 4.241 -1.658 -1.152
C: 4.680 -0.447 -1.970
O: 5.276 0.452 -1.052
C: 2.714 1.446 0.195
C: 1.503 1.877 -0.310
C: -5.454 0.974 0.663
C: -6.267 -0.147 0.688
H: -7.294 -2.618 -0.961
H: -6.210 -3.408 0.178
H: -7.560 -2.431 0.774
H: -4.444 -2.180 -1.283
H: -3.005 -0.185 -1.337
H: -3.254 2.544 -1.119
H: -3.769 2.974 0.533
H: -1.931 1.474 1.284
H: -0.577 -0.194 1.371
H: 1.578 -0.956 2.274
H: 5.770 0.073 2.226
H: 5.164 1.462 1.294
H: 6.821 -0.129 0.160
H: 6.188 -2.298 -0.451
H: 4.986 -2.158 0.846
H: 3.270 -1.470 -0.693
H: 4.179 -2.562 -1.753
H: 5.421 -0.738 -2.729
H: 3.853 0.072 -2.458
H: 3.627 1.886 -0.173
H: 1.473 2.657 -1.055
H: -5.744 1.858 1.213
H: -7.185 -0.126 1.259

Computed properties:
Energy relative to the best compared isomer or geometry (same formula, charge and spin)   78.7 kJ/mol
Lowest unoccupied orbital energy   0.0295 hartree
Calculated total energy   -1056.4058 Eh
F_max   0.01479 hartree/bohr
Frontier orbital gap   9.3 eV
Structure (SMILES)   Cc1ccc(CNC(=O)c2ccc(OC[C@H]3CCCO3)cc2)cc1